{"formula": "C26H51N2O3", "method": "wB97M-V/def2-TZVPD", "elements": ["O", "O", "O", "N", "N", "C", "C", "C", "C", "C", "C", "C", "C", "C", "C", "C", "C", "C", "C", "C", "C", "C", "C", "C", "C", "C", "C", "C", "C", "C", "C", "H", "H", "H", "H", "H", "H", "H", "H", "H", "H", "H", "H", "H", "H", "H", "H", "H", "H", "H", "H", "H", "H", "H", "H", "H", "H", "H", "H", "H", "H", "H", "H", "H", "H", "H", "H", "H", "H", "H", "H", "H", "H", "H", "H", "H", "H", "H", "H", "H", "H", "H"], "coordinates": [[0.8040, 0.5552, -1.6300], [-0.7058, -1.8323, 3.0357], [4.7767, 3.7591, 1.7151], [6.1500, 4.9450, 0.3570], [-0.5416, -1.3774, 1.8563], [-2.7029, -2.7592, -2.0463], [0.8087, -3.3345, 1.3459], [3.2146, 0.9575, -1.6616], [-2.4593, 0.0869, 2.0621], [4.9749, 4.6938, 0.9648], [1.9447, -1.2440, 1.9471], [-0.7822, 0.5946, 0.2563], [-0.2471, 0.9693, 2.7018], [-6.8384, 0.2570, -1.4025], [-1.1109, -0.7375, -1.8156], [-0.0502, -0.2464, -0.8152], [-5.5415, -1.5944, -0.3087], [-6.4464, -0.6055, -0.2173], [0.7157, -1.7914, 1.2070], [-5.2072, -2.3473, -1.5823], [0.7141, -1.4869, -0.3017], [-7.1150, -0.2855, 1.0916], [-0.9546, 0.0290, 1.6922], [6.3350, 6.0734, -0.5324], [7.2637, 4.0456, 0.6088], [-2.2373, -1.5723, -1.1903], [-1.6612, -3.9016, -1.9951], [-3.9987, -3.2921, -1.4166], [4.3552, 1.2605, -0.6677], [4.9346, 0.0007, 0.0107], [1.8769, 1.1778, -0.9526], [-2.0011, -1.9516, -0.1944], [7.1184, 6.7314, -0.1510], [-3.1041, -0.9163, -1.0682], [4.3789, -0.8773, -0.3247], [-2.1656, -4.8627, -2.0882], [-2.8667, -2.4710, -3.0860], [-4.2244, -4.2910, -1.7926], [-7.1904, 0.7939, 1.2490], [-0.0543, 0.4521, 3.6388], [2.0202, -0.1596, 1.9340], [5.1444, 1.8445, -1.1399], [-8.1273, -0.6909, 1.0902], [7.0028, 3.0312, 0.3044], [-2.5467, 0.1835, 3.1443], [-7.1665, 1.2261, -1.0305], [-0.1899, -3.7662, 1.3726], [4.8372, 0.0467, 1.0928], [5.9742, -0.1698, -0.2616], [-6.1070, -2.8952, -1.8568], [7.4989, 4.0287, 1.6732], [1.6963, 2.2590, -0.9634], [-4.9572, -1.6341, -2.3750], [6.6201, 5.7277, -1.5281], [2.8446, -1.7307, 1.5800], [-1.5034, 0.1251, -2.3530], [-7.6546, -0.1961, -1.9690], [-2.9267, 0.9691, 1.6305], [0.6634, 1.3818, 2.2738], [8.1334, 4.3807, 0.0495], [-1.7781, 0.7791, -0.1416], [1.8276, -1.5300, 2.9943], [5.4094, 6.6398, -0.6102], [-2.9781, -0.8279, 1.7839], [1.7581, -1.4773, -0.6144], [-5.9692, 0.4243, -2.0341], [3.2785, -0.0542, -2.0562], [-0.3398, 1.5850, 0.3559], [-6.5669, -0.6968, 1.9389], [4.1894, 5.4265, 0.7121], [-1.2018, -3.9180, -1.0049], [3.2876, 1.7011, -2.4547], [3.9483, 1.8956, 0.1212], [-0.8874, -3.8011, -2.7531], [1.9526, 0.8963, 0.1004], [-0.9394, 1.7810, 2.9182], [-3.8246, -3.4260, -0.3443], [-4.9705, -1.8643, 0.5772], [0.2777, -2.3552, -0.7904], [1.2984, -3.7412, 0.4592], [1.3913, -3.6365, 2.2102], [-0.5783, -1.3665, -2.5343]], "forces_ev_per_angstrom": [[0.041, 0.044, 0.257], [-0.332, -0.275, -0.058], [-0.006, -0.048, 0.049], [0.048, 0.094, -0.106], [1.023, 0.828, 0.091], [0.328, -0.826, 0.962], [-0.067, 0.193, -0.442], [0.209, 0.670, 0.598], [0.359, -0.186, 0.598], [-0.092, 0.008, 0.008], [-0.632, 0.162, 0.546], [0.019, -0.324, 0.104], [-0.079, -0.340, -0.305], [-0.261, -0.650, 0.432], [0.448, -0.622, 0.109], [-0.295, -0.188, -0.396], [-0.230, 0.505, -0.239], [0.530, -0.091, 0.061], [0.595, -1.320, -0.250], [0.770, 0.514, 0.494], [-0.334, 0.095, 0.558], [0.605, 0.580, 0.038], [-1.175, 0.861, 0.133], [0.115, -0.163, 0.077], [-0.138, -0.023, 0.063], [-0.508, 0.584, -0.773], [-0.324, 0.325, 0.170], [-0.365, 0.191, -0.135], [-0.139, -0.309, 0.280], [-0.299, 0.027, -0.309], [0.143, 0.406, -0.383], [0.184, -0.022, 0.029], [-0.017, 0.054, -0.052], [0.023, 0.045, 0.227], [0.018, -0.088, 0.069], [0.123, -0.080, -0.352], [-0.126, 0.141, -0.023], [-0.050, 0.058, -0.218], [-0.098, 0.004, 0.008], [0.102, -0.050, 0.010], [0.269, -0.010, -0.255], [0.058, -0.060, -0.091], [-0.053, -0.034, 0.039], [0.046, -0.018, 0.020], [-0.093, -0.150, 0.033], [-0.129, 0.031, -0.065], [-0.009, -0.069, 0.182], [0.190, 0.008, 0.065], [0.086, 0.024, 0.112], [0.027, -0.047, -0.256], [0.038, -0.037, -0.008], [-0.045, 0.036, 0.212], [-0.306, -0.065, -0.212], [-0.009, 0.070, -0.029], [0.081, 0.178, -0.206], [-0.049, 0.025, -0.015], [0.012, 0.166, -0.232], [-0.045, -0.047, -0.164], [0.128, 0.062, 0.222], [-0.012, 0.032, -0.020], [-0.029, 0.057, -0.011], [0.069, 0.030, 0.040], [-0.023, -0.012, 0.017], [-0.107, 0.087, -0.276], [0.001, 0.239, -0.130], [-0.090, -0.110, -0.256], [0.028, 0.004, -0.179], [0.241, -0.068, -0.130], [-0.062, -0.187, -0.002], [0.019, 0.015, -0.008], [0.145, -0.012, -0.026], [-0.135, -0.363, -0.413], [0.092, 0.207, -0.062], [0.100, -0.087, 0.016], [-0.116, -0.332, -0.047], [0.125, 0.204, -0.060], [0.123, -0.112, 0.020], [-0.624, -0.557, 0.237], [-0.022, 0.011, -0.072], [0.158, 0.021, 0.042], [-0.227, -0.062, 0.204], [0.033, 0.151, -0.164]], "mulliken_charge": [-0.5427, -0.7313, -0.6067, 0.1499, 0.7076, 0.2935, -1.6787, -0.7175, -2.0087, 0.1189, -1.9024, -2.4776, -1.8822, -1.3570, -2.9351, 2.9313, -0.0579, 0.7917, 1.8231, -0.7075, -1.8757, -1.4862, 2.4411, -0.9279, -0.8691, 0.9076, -1.4402, -1.1734, 0.0172, -1.3637, -0.1189, -0.0271, 0.3334, 0.1788, 0.3712, 0.5149, 0.4401, 0.4517, 0.3888, 0.3631, 0.1920, 0.5865, 0.3291, 0.1989, 0.4705, 0.4411, 0.3912, 0.2076, 0.4006, 0.4639, 0.3025, 0.2942, 0.2441, 0.3392, 0.5622, 0.3493, 0.2738, 0.4789, 0.4445, 0.3893, 0.1736, 0.4474, 0.2901, 0.2899, 0.4606, 0.2979, 0.4114, 0.4806, 0.3662, 0.3030, 0.1726, 0.2885, -0.0621, 0.3207, -0.3167, 0.5099, 0.3579, 0.0531, 0.3504, 0.3751, 0.3164, 0.4174], "homo_ev": [-8.149, -8.398], "spin_multiplicity": 2, "total_charge": 0, "s_squared": 0.75, "homo_lumo_gap_ha": [0.3231, 0.3274], "molar_mass_g_mol": 439.7}